# C3H4N2O

A cluster of 2 separate species, C3H4N2O in total at a distorted geometry (wB97M-V/def2-TZVPD, OMol25).

Each atom is followed by the atoms it is bonded to, with distances in Å.
Element x y z (Å)
1 N -2.108 -0.400 -0.089  C2 1.356, H7 1.013, H8 1.013
2 C -0.863 -0.933 -0.013  N1 1.356, N3 1.157
3 N 0.133 -1.516 0.071  C2 1.157, O4 1.223
4 O 1.244 -2.018 0.153  N3 1.223
5 C 2.044 0.800 0.083  C6 1.203, H9 1.069
6 C 1.095 1.533 -0.007  C5 1.203, H10 1.067
7 H -2.345 0.190 0.698  N1 1.013
8 H -2.301 0.058 -0.972  N1 1.013
9 H 2.843 0.094 0.163  C5 1.069
10 H 0.259 2.192 -0.088  C6 1.067

Summary:
Frontier orbital gap   0.338 Eh
E   -301.273444 Ha
E_LUMO   0.413 eV
SMILES   NC#[N+][O-].C#C
Energy relative to the best compared isomer or geometry (same formula, charge and spin)   134.15 kcal/mol